[1]
This record from the OMol25 dataset describes C44H24HfN10O4S as an isolated structure. The level of theory is the ωB97M-V functional and the def2-TZVPD basis.

Calculated values
- frontier orbital gap (alpha / beta) (Eh) = 0.1852 / 0.1818
- relative energy (zero: lowest compared OMol25 entry of this formula, charge and spin) (kcal/mol) = 20.2
- E_tot (a.u.) = -2986.129844

```
! RIJCOSX wB97M-V def2-TZVPD def2/J DEFGRID3
* xyz 0 1
Hf -0.65 0.19 0.11
C -5.47 4.64 -1.31
C -6.33 3.56 -1.07
C -5.84 2.28 -0.90
C -4.46 2.11 -0.95
C -3.61 0.93 -0.85
N -4.10 -0.27 -0.73
C -3.34 -1.36 -0.76
C -3.90 -2.69 -0.81
C -5.21 -3.16 -0.81
C -5.40 -4.53 -0.85
C -4.31 -5.41 -0.90
C -3.01 -4.95 -0.91
C -2.82 -3.57 -0.86
C -1.63 -2.75 -0.84
N -0.41 -3.25 -0.85
C 0.66 -2.50 -0.98
N 0.70 -1.13 -1.15
C 2.01 -0.78 -1.34
N 2.48 0.43 -1.60
C 1.72 1.49 -1.68
N 0.37 1.59 -1.39
C 0.00 2.87 -1.62
N -1.22 3.39 -1.49
C -2.26 2.64 -1.22
N -2.29 1.30 -0.97
C -3.61 3.18 -1.19
C -4.10 4.47 -1.38
C 1.14 3.66 -2.06
C 1.27 5.00 -2.40
C 2.53 5.44 -2.76
C 3.62 4.56 -2.79
C 3.48 3.23 -2.47
C 2.22 2.79 -2.09
C 2.86 -1.95 -1.24
C 4.24 -2.11 -1.33
C 4.74 -3.39 -1.17
C 3.88 -4.48 -0.94
C 2.51 -4.32 -0.87
C 2.01 -3.03 -1.01
N -1.98 -1.43 -0.77
H -5.90 5.63 -1.44
H -7.39 3.73 -1.03
H -6.49 1.43 -0.72
H -6.05 -2.47 -0.77
H -6.40 -4.93 -0.84
H -4.50 -6.48 -0.93
H -2.16 -5.63 -0.96
H -3.43 5.29 -1.57
H 0.41 5.66 -2.37
H 2.68 6.48 -3.02
H 4.59 4.95 -3.07
H 4.32 2.54 -2.49
H 4.88 -1.26 -1.50
H 5.80 -3.56 -1.22
H 4.32 -5.47 -0.83
H 1.85 -5.16 -0.70
S -1.86 1.54 2.10
C -1.83 -0.03 2.85
C -1.98 -0.27 4.22
C -1.94 -1.57 4.67
C -1.71 -2.61 3.77
C -1.53 -2.29 2.44
N -1.60 -1.04 2.00
H -2.13 0.57 4.89
H -2.07 -1.78 5.72
H -1.67 -3.64 4.10
H -1.30 -3.05 1.70
O 1.10 1.28 1.08
C 1.64 0.24 1.56
O 1.00 -0.84 1.53
C 3.04 0.28 2.05
C 3.64 -0.87 2.54
C 4.96 -0.85 2.94
C 5.70 0.32 2.86
C 5.07 1.46 2.37
C 3.76 1.47 1.96
N 5.86 2.70 2.26
O 7.02 2.67 2.63
O 5.31 3.68 1.79
H 3.06 -1.78 2.58
H 5.43 -1.75 3.32
H 6.73 0.37 3.16
H 3.30 2.36 1.57
*
```

=====

[2]
This record from the OMol25 dataset describes C44H32Cl4N3O6Tc as an isolated structure. The level of theory is the ωB97M-V functional and the def2-TZVPD basis.

Calculated values
- frontier orbital gap (alpha / beta) (Eh) = 0.2530 / 0.2674
- relative energy (zero: lowest compared OMol25 entry of this formula, charge and spin) (kcal/mol) = 0.0
- E_tot (a.u.) = -4233.418088
- <S²> = 0.83

```
! RIJCOSX wB97M-V def2-TZVPD def2/J DEFGRID3
* xyz -1 2
Tc 0.13 -0.69 -0.11
O 1.94 -0.21 -0.39
C 2.90 0.65 0.19
C 2.22 1.60 1.17
C 1.31 0.99 2.19
C 1.59 1.14 3.54
C 0.63 0.79 4.48
C -0.61 0.38 4.03
C -0.83 0.23 2.66
C -2.23 -0.02 2.16
C -2.48 -1.24 1.27
O -1.68 -1.16 0.13
C -2.26 -2.59 1.95
C -2.13 -3.72 1.14
C -2.00 -4.98 1.70
C -2.02 -5.13 3.09
C -2.15 -4.02 3.89
C -2.27 -2.75 3.33
C -3.95 -1.19 0.82
C -4.98 -1.28 1.75
C -6.30 -1.22 1.34
C -6.62 -1.07 0.00
C -5.59 -0.99 -0.93
C -4.26 -1.05 -0.53
N 0.15 0.45 1.77
C 3.99 -0.13 0.93
C 5.27 0.39 1.04
C 6.25 -0.27 1.77
C 5.95 -1.47 2.41
C 4.67 -1.99 2.31
C 3.69 -1.32 1.58
C 3.51 1.40 -1.00
C 3.96 0.64 -2.07
C 4.51 1.25 -3.18
C 4.63 2.63 -3.24
C 4.18 3.40 -2.18
C 3.62 2.78 -1.06
H 1.59 2.29 0.60
H 2.98 2.18 1.70
H 2.55 1.54 3.83
H 0.83 0.89 5.54
H -1.42 0.18 4.72
H -2.49 0.85 1.54
H -2.91 -0.01 3.01
H -2.10 -3.59 0.07
H -1.88 -5.84 1.06
H -1.91 -6.12 3.52
H -2.14 -4.12 4.97
H -2.35 -1.89 3.98
H -4.75 -1.43 2.79
H -7.09 -1.30 2.08
H -7.65 -1.03 -0.32
H -5.82 -0.89 -1.99
H -3.46 -1.01 -1.26
H 5.53 1.32 0.54
H 7.25 0.15 1.84
H 6.71 -1.99 2.97
H 4.42 -2.93 2.79
H 2.69 -1.73 1.52
H 3.84 -0.43 -2.04
H 4.85 0.64 -4.01
H 5.06 3.11 -4.11
H 4.26 4.48 -2.21
H 3.26 3.40 -0.24
Cl 2.29 -6.99 1.04
C 1.76 -5.54 0.26
C 1.69 -5.47 -1.13
Cl 2.15 -6.83 -2.09
C 1.27 -4.29 -1.75
Cl 1.19 -4.17 -3.47
C 0.89 -3.19 -0.99
O 0.47 -2.06 -1.52
C 0.96 -3.27 0.41
O 0.64 -2.17 1.10
C 1.40 -4.43 1.02
Cl 1.50 -4.46 2.75
C -2.26 0.75 -4.79
N -1.65 1.29 -3.59
C -1.55 2.63 -3.38
C -1.10 3.10 -2.21
C -0.68 2.17 -1.17
O -0.33 2.61 -0.07
N -0.67 0.83 -1.46
C -1.30 0.36 -2.59
O -1.60 -0.81 -2.78
H -2.26 1.53 -5.56
H -3.28 0.43 -4.60
H -1.69 -0.11 -5.14
H -1.87 3.26 -4.19
H -1.02 4.16 -2.01
*
```

=====

- Among the records above, which one has the highest E_tot?
  C44H24HfN10O4S